# 1
C22H30BBrN4O4 | ωB97M-V/def2-TZVPD

Each line ends with the natural charge from an NBO analysis.
Element x y z (Å)
1 H 3.67670 -2.48948 0.48890  0.21
2 H -3.84977 -0.72466 -4.09160  0.49
3 H -4.52456 -0.03022 -0.88718  0.20
4 H -3.47232 -2.67009 4.06230  0.35
5 H 1.65400 -2.04616 1.54647  0.20
6 N -4.33818 -2.15475 3.97696  -0.84
7 C -1.94688 0.38738 1.23360  -0.06
8 H 1.12611 2.85764 -1.75266  0.24
9 C -4.37874 -0.36122 1.72240  -0.49
10 B -3.01049 0.63908 -2.98230  1.04
11 H 8.31459 -1.75228 -0.73350  0.21
12 H 2.57270 0.31385 2.96969  0.38
13 C -3.52824 0.21354 -0.53914  -0.16
14 C -0.16498 -0.18179 2.89989  -0.29
15 C 2.47263 -1.54492 2.04665  -0.22
16 H 4.56906 -2.16417 1.95456  0.20
17 H 2.60915 -1.94747 3.05181  0.17
18 C -5.09558 -2.59272 2.79337  -0.25
19 H -4.89782 -3.65107 2.60217  0.19
20 O -2.98574 -0.54938 -3.70698  -0.90
21 H -0.67549 1.11831 -3.10339  0.22
22 N 8.23590 0.35168 -1.07551  -0.51
23 H -3.83620 1.65109 -4.52189  0.38
24 C -0.96242 0.78230 0.31064  -0.16
25 H 5.18990 0.93632 -2.05147  0.23
26 H 5.71478 -1.66020 -1.51391  0.22
27 C 6.12827 0.52584 -1.71622  -0.29
28 H 9.17754 0.59409 -0.83153  0.41
29 C -3.25728 0.10121 0.82680  0.04
30 C -1.54852 0.26925 2.67165  0.51
31 O 1.09152 1.97351 0.54490  -0.49
32 H -5.25875 0.19928 1.40791  0.21
33 O -3.71171 -2.57261 0.78840  -0.71
34 H -2.98058 -2.73115 1.39545  0.46
35 H 0.92989 3.20004 -4.01628  0.21
36 C -2.55666 0.58150 -1.46857  -0.36
37 C 6.40450 -0.83685 -1.43476  -0.31
38 C 0.02380 3.43990 -3.46473  -0.61
39 H 7.48912 2.28686 -1.58240  0.21
40 H -0.83664 3.11322 -4.04266  0.21
41 C -0.27336 1.29942 -2.11416  -0.24
42 C -4.72176 -1.86296 1.49969  0.09
43 C 0.78053 0.20278 2.04523  0.15
44 C 3.79389 -1.77415 1.30036  -0.63
45 N -3.41224 1.86191 -3.62242  -1.07
46 H 4.17059 -0.85269 0.86774  0.24
47 C 7.27532 1.23625 -1.49021  -0.08
48 Br 1.34200 0.18003 -2.10277  -0.02
49 H 0.09454 -0.76677 3.77054  0.23
50 H -4.08970 2.41227 -3.10564  0.39
51 H 0.01036 4.52220 -3.36766  0.21
52 H -4.22414 -0.13313 2.76432  0.28
53 C 0.09694 2.80481 -2.08032  -0.42
54 N 2.15991 -0.10401 2.14985  -0.66
55 H -4.88008 -2.37381 4.80145  0.36
56 C -1.25018 0.87922 -1.05506  0.09
57 O -2.27322 0.54774 3.59107  -0.51
58 C 0.38084 1.07845 0.89687  0.53
59 H -5.59557 -1.90928 0.85538  0.17
60 H -0.49914 3.31606 -1.33189  0.22
61 H -6.16146 -2.52626 2.98733  0.20
62 C 7.71333 -0.91278 -1.03756  -0.08

Computed properties:
Kohn-Sham gap	7.71	eV
SMILES	CCNC1=CC(=O)c2c(C[C@@H](O)CN)cc(B(N)O)c([C@H](Br)CC)c2C1=O.c1cc[nH]c1
E_LUMO	-0.4	eV

---

# 2
C22H30F6N3O6PmS2Si2Te | ωB97M-V/def2-TZVPD

Each line ends with the Mulliken spin population.
Element x y z (Å)
1 C 6.15655 3.51445 -1.91909  0.00
2 H 2.63344 -2.72423 2.82202  0.00
3 H 7.62736 2.99933 -4.94205  0.00
4 H 0.59815 -2.63330 -0.70032  0.00
5 H 0.62808 -3.83298 2.07178  0.00
6 C 6.52033 3.77620 -0.45798  0.00
7 F -3.97539 4.50807 -2.91867  0.00
8 H -2.59003 -0.26872 -1.46511  0.00
9 H 0.00268 -4.42200 -0.72995  0.00
10 S -1.59456 4.50302 -1.63856  0.00
11 N -2.51530 3.31461 -1.02471  0.00
12 H 2.78676 -0.26522 2.70159  0.00
13 H 8.21525 3.58460 -2.61004  0.00
14 H 3.33534 4.42621 -1.09092  0.00
15 O -3.65451 1.89149 0.64437  0.00
16 H -1.39053 -5.19851 4.20245  0.00
17 H -0.06245 -3.23317 -2.19394  0.00
18 C -3.34727 -3.29024 -1.31469  0.00
19 H -4.21144 -5.72219 2.32955  0.00
20 H -0.92509 -0.24040 -0.75667  0.00
21 H -0.73679 -3.65188 3.92654  0.00
22 H -4.72598 -4.42301 1.28105  0.00
23 C -0.15263 -3.36189 -1.14418  0.00
24 H -2.40889 -6.48796 1.31343  0.00
25 C -2.66741 4.72916 -3.20293  0.00
26 H -3.31092 -3.14959 -2.39551  0.00
27 O -4.61126 -1.05321 3.13710  0.00
28 O -1.66193 5.66400 -0.78578  0.00
29 H -4.74418 -4.31502 3.01545  0.00
30 C 4.54458 2.96474 -3.58621  0.00
31 C -4.18462 -4.66010 2.20653  0.00
32 H -1.79204 -5.40936 0.06969  0.00
33 H 5.25141 2.59638 -5.58542  0.00
34 H -2.31757 -3.77772 4.65189  0.00
35 C -1.82168 -2.60260 1.31339  -0.03
36 C 1.80464 -0.69940 2.56693  0.00
37 C -1.72284 -5.64809 1.09853  0.00
38 C -2.32399 3.79967 1.66525  0.00
39 F -2.29395 3.77793 -4.09776  0.00
40 C 0.69001 -0.06857 2.11528  0.00
41 C 6.79411 3.09235 -4.20788  0.00
42 H -3.61414 -4.34832 -1.07179  0.00
43 Pm -2.73303 -0.09554 1.56495  4.07
44 O -1.28023 1.72043 0.55048  0.01
45 Te 4.78652 2.84064 0.56996  0.00
46 C 3.73982 3.45605 -1.19560  0.00
47 Si -2.38335 -4.23339 2.10149  0.00
48 S -2.41323 2.60114 0.29565  -0.01
49 H -1.38357 -1.09331 -2.42099  0.00
50 O -2.79864 -0.20796 3.80823  -0.01
51 C -1.65125 -0.85008 -1.37195  0.00
52 C 4.83627 3.29667 -2.28209  0.00
53 H 2.96474 2.68762 -1.31406  0.00
54 C -1.66989 -4.20012 3.86509  0.00
55 F -3.38199 4.57789 1.50020  0.00
56 C -0.48516 -2.06710 1.71580  -0.01
57 H 0.60476 0.99723 1.96383  0.00
58 H -0.67664 -6.07214 1.24991  0.00
59 C 5.48925 2.80616 -4.53327  0.00
60 F -1.17498 4.47893 1.77199  0.00
61 F -2.47645 3.09265 2.80856  0.00
62 C 1.78825 -2.07935 2.51060  0.00
63 H -4.20897 -2.72959 -0.98323  0.00
64 H 6.57309 4.78879 -0.17337  0.00
65 C 7.15625 3.43431 -2.89813  0.00
66 N -0.45666 -0.74281 1.73660  -0.01
67 F -2.49250 5.92115 -3.67763  0.00
68 H 7.39965 3.24519 -0.15869  0.00
69 N -3.96582 -0.70604 4.09386  0.00
70 O -0.33080 4.07203 -2.12913  0.00
71 H 3.52336 2.74300 -3.82160  0.00
72 Si -1.77791 -2.57114 -0.57542  0.00
73 C 0.64783 -2.76585 2.13529  0.00

Computed properties:
Kohn-Sham gap (alpha / beta)	7.52 / 7.67	eV
multiplicity	5
E_LUMO (alpha / beta)	-0.4 / -0.2	eV
expectation value of S²	6.008

---

# 3
C22H30F6N4O26 | ωB97M-V/def2-TZVPD

Each line ends with the Mulliken spin population.
Element x y z (Å)
1 C 0.70025 3.74398 0.87240  0.02
2 C -4.30887 -2.62933 1.57974  0.00
3 O -2.35675 -9.05814 -3.67030  0.00
4 C -3.66855 -3.98818 1.48347  0.00
5 H 5.10304 1.71629 -2.51891  0.00
6 F 6.55014 -0.87329 -3.86132  0.00
7 C -3.17860 2.06997 2.64571  0.00
8 O -4.73813 -4.77434 0.89111  0.00
9 C 5.44963 -0.16153 -3.61729  0.00
10 H 3.03091 -2.28746 3.09937  0.00
11 C 4.55741 -0.89360 -1.76257  0.00
12 H 3.34778 -3.53204 4.39289  0.00
13 H -0.86689 0.31017 -0.71458  0.03
14 C 5.67954 0.79196 -2.48202  0.00
15 C -0.33746 -2.39095 -0.72398  0.00
16 H -2.34398 1.97877 3.34083  0.00
17 H -4.11393 -2.11135 2.51878  0.00
18 H -4.38720 3.31283 -2.54233  -0.03
19 O -1.33831 -7.40978 -2.28695  0.00
20 C -2.39177 -8.22969 -2.72740  0.00
21 H -2.77934 4.30903 -2.60699  0.02
22 H 2.96353 2.02787 1.61825  0.00
23 O -5.64110 -2.87806 1.50107  0.00
24 N -2.58825 2.31968 -2.75136  0.50
25 C -0.60730 -0.35662 0.10768  -0.03
26 N 4.95998 -2.43225 3.95897  0.00
27 C -5.86355 -4.13409 1.01981  0.00
28 O -4.99091 3.14942 1.91975  -0.01
29 F -1.62241 -7.58075 -0.04411  0.00
30 C -4.54125 2.59538 3.13449  0.00
31 H 3.86895 1.13794 0.33513  0.00
32 F 1.38368 -1.01353 1.29879  0.00
33 H -1.24769 -5.79885 -0.86495  0.00
34 H 6.67391 1.23831 -2.47181  0.00
35 O 0.95827 -1.84280 -0.74808  0.00
36 C -3.90176 3.55990 1.16727  0.04
37 O 4.95520 3.61289 2.11098  0.00
38 H -0.97722 0.07048 1.03980  -0.01
39 C 0.90984 -0.72502 0.03617  0.00
40 C -3.43055 3.53588 -3.01475  0.04
41 O -1.14981 -1.65607 -0.07093  0.01
42 H 2.27967 6.49729 0.79319  0.00
43 O 5.68494 -3.34790 4.21954  0.00
44 F -3.92807 -1.93601 0.57817  0.00
45 H -3.40389 -4.23414 2.51184  0.00
46 C 1.01346 3.46998 -2.88400  -0.02
47 O 1.45107 1.17723 -2.71514  0.00
48 H 1.62177 4.36170 -2.73269  -0.01
49 O -2.82763 3.01534 1.67116  0.00
50 H 0.24405 3.44198 -2.11242  0.04
51 O -0.36262 4.63330 1.03085  0.00
52 H -2.81648 -4.03646 0.80542  0.00
53 H 0.23336 6.17697 -0.32281  0.00
54 H -5.23531 1.82656 3.47404  0.00
55 C 0.18560 5.92766 0.73722  0.01
56 O 2.92291 2.57400 -1.92737  0.03
57 H -3.78175 -6.87464 -0.33739  0.00
58 C -1.75425 -6.74240 -1.06795  0.00
59 O 5.38699 -1.40512 3.46612  0.00
60 O 0.68553 2.50772 0.78722  -0.01
61 H 3.14976 -1.75531 4.78884  0.00
62 C -3.24468 -6.71565 -1.27247  0.00
63 O 4.99492 3.18923 -0.01020  0.00
64 H 1.49479 0.09919 -0.37200  0.01
65 O -2.73553 1.30329 -3.49984  0.24
66 C 3.93156 1.64076 1.30020  0.01
67 H -4.33682 3.41985 3.81754  0.00
68 O -2.06769 2.21556 -1.64518  0.10
69 O 1.87523 4.39907 0.81328  0.00
70 O -3.52904 -7.84532 -2.08867  0.00
71 C 3.48427 -2.50077 4.06739  0.00
72 N 1.91777 2.30939 -2.55600  0.04
73 H -0.35816 6.76536 1.17391  0.00
74 O 5.41845 -0.01165 -1.35272  0.00
75 O -0.67268 -3.41216 -1.28548  0.00
76 O 3.83710 -1.52253 -0.96638  0.00
77 O -6.96597 -4.51251 0.61907  0.00
78 O 4.60232 -1.02128 -3.05701  0.00
79 H -3.66308 -5.80079 -1.69210  0.00
80 N 4.82560 2.86148 1.12818  0.00
81 F 1.72740 5.88083 2.53796  0.00
82 H 4.40551 0.93126 1.97849  0.00
83 H 0.37744 3.40074 -3.76650  0.00
84 O -3.88575 4.30162 0.16412  -0.01
85 H 5.16395 0.28306 -4.57062  0.00
86 F -3.31453 0.86345 2.06876  0.00
87 H -3.36912 3.74808 -4.08213  0.00
88 C 1.61715 5.72967 1.19309  0.00

Computed properties:
Kohn-Sham gap (alpha / beta)	3.05 / 6.53	eV
total charge	-1
multiplicity	2
E_LUMO (alpha / beta)	1.7 / 1.7	eV
expectation value of S²	0.754

---

# 4
C22H30N2O3 | ωB97M-V/def2-TZVPD

Each line ends with the natural charge from an NBO analysis.
Element x y z (Å)
1 C 3.77576 -0.18049 -0.17317  0.26
2 H -7.23260 1.13775 -0.26344  0.21
3 H -3.31444 -0.30679 2.19238  0.21
4 H 4.49759 2.24401 -1.57137  0.21
5 O -1.74719 -3.89871 0.44278  -0.57
6 C -2.56756 -0.57342 0.19089  0.26
7 C 4.33695 -2.16335 -1.43952  -0.18
8 C -1.11111 -0.51885 0.58129  -0.07
9 H 1.50486 -1.65460 0.61581  0.23
10 C -5.14661 0.66333 -0.58508  -0.21
11 O -0.69430 1.76919 0.08992  -0.63
12 H -4.83315 1.71353 -0.56515  0.19
13 C 3.54893 2.73769 -1.36779  -0.63
14 H -6.95627 -0.43744 -1.00858  0.20
15 H 0.84672 -2.46864 2.05257  0.22
16 H 3.69257 3.44927 -0.55816  0.20
17 H 5.22517 0.34433 1.33183  0.21
18 C 4.94815 -0.36184 0.56363  -0.29
19 H 6.15457 -3.16426 -0.89697  0.21
20 H 3.25723 0.71121 2.11218  0.20
21 H -5.53512 0.58717 1.54081  0.21
22 C -2.80203 -0.00412 -1.21642  -0.42
23 H 0.77503 -0.09337 2.15020  0.40
24 H 3.53859 2.34012 1.46077  0.19
25 H 4.08773 -2.86557 -2.22157  0.21
26 H -6.77147 1.03460 -1.96321  0.21
27 C 0.71775 -2.31136 0.98041  -0.66
28 C -4.92677 0.06136 0.80220  -0.40
29 H 0.80623 -3.28587 0.50283  0.25
30 H -2.19892 -0.57283 -1.92768  0.21
31 C 5.79013 -1.42819 0.30457  -0.19
32 C 2.88616 1.45677 1.40445  -0.22
33 H 3.24510 3.28817 -2.25384  0.22
34 H -2.45771 1.03027 -1.21923  0.24
35 H -5.23145 -0.98665 0.79201  0.21
36 C -0.40831 0.77709 0.73658  0.66
37 H -4.41320 0.33352 -2.59109  0.21
38 H -3.13891 1.18882 1.25385  0.22
39 H 1.53897 2.19478 -0.77649  0.22
40 H 2.30521 1.06849 -1.88570  0.20
41 H 1.51048 2.16799 2.90739  0.20
42 C 1.47298 1.86607 1.85602  -0.24
43 C 3.48860 -1.10641 -1.18219  -0.29
44 H 6.69357 -1.54104 0.88659  0.21
45 C -0.63421 -1.76773 0.69299  -0.08
46 C 5.49353 -2.33525 -0.69609  -0.25
47 C 2.48123 1.69929 -1.01426  -0.22
48 C -3.45998 0.14682 1.20906  -0.41
49 O -2.86847 -1.97189 0.18626  -0.49
50 N 0.54687 0.77367 1.69213  -0.59
51 C -4.27674 -0.08667 -1.59284  -0.40
52 H 1.08794 2.69889 1.26610  0.23
53 H 2.58138 -1.00399 -1.75906  0.21
54 C -6.61877 0.59626 -0.97971  -0.60
55 N 2.86019 0.84160 0.09607  -0.49
56 C -1.77016 -2.69791 0.43303  0.76
57 H -4.58075 -1.13482 -1.61901  0.21

Computed properties:
ΔE to the lowest compared entry with this formula, charge and spin	0.737	eV
Kohn-Sham gap	8.35	eV
SMILES	CCN(CCNC(=O)C1=C(C)C(=O)O[C@]12CC[C@@H](C)CC2)c1ccccc1
E_LUMO	0.3	eV